Record 1
Formula: C6H10ClN2O2
Source: the Open Molecules 2025 dataset
Level of theory: the ωB97M-V functional and the def2-TZVPD basis

Computed properties:
HOMO energy: -14.854 eV
gap between HOMO and LUMO: 0.34067 Eh
E_LUMO: -5.58 eV
net charge: +1
energy above the lowest of the compared OMol25 structures with the same formula, charge and spin: 23.0 kcal per mole

```
21
Properties=species:S:1:pos:R:3:forces:R:3
O 1.868730 -0.460361 1.427982 0.4 0.4 0.8
C 3.918305 -0.480374 -0.567755 -3.0 -2.7 2.5
H -2.932659 2.119870 0.528380 -0.2 2.4 0.9
H 4.001160 -1.516302 -0.873008 1.1 0.0 0.0
Cl -1.136733 -2.237437 0.925539 -0.3 -0.4 -0.1
H -3.553224 0.564082 0.760024 -0.5 -1.1 1.1
H -0.936538 0.380238 1.532905 0.8 0.2 -0.2
H -3.723108 1.270874 -0.742306 -1.3 0.4 -2.3
O 2.482838 -0.311936 -0.784580 -1.1 1.1 1.0
C -1.479819 -0.046131 -1.305728 -0.2 1.7 1.2
C -3.106896 1.217093 0.070807 2.2 -1.0 0.7
N -0.245486 -0.577840 -1.250329 1.6 1.2 0.4
C -0.637612 0.810963 0.556663 0.3 0.0 1.5
H -0.895938 -2.838218 2.012205 0.0 -0.3 0.6
C 0.300161 0.001719 -0.191485 -1.1 -1.5 -1.3
H -2.097676 -0.064299 -2.179532 -0.6 -0.6 -0.1
H -0.141082 1.773059 0.715258 -0.7 0.5 0.0
H 4.072197 -0.333712 0.498372 0.5 -0.1 -0.1
N -1.765651 0.737378 -0.269558 -1.6 -0.7 -2.5
H 4.349948 0.215424 -1.144471 1.9 2.2 -2.1
C 1.659082 -0.224087 0.280618 1.8 -1.5 -2.0
```
Forces are in eV/Å.

---

Record 2
Formula: C16H24ClFN3O4S2
Source: the Open Molecules 2025 dataset
Level of theory: the ωB97M-V functional and the def2-TZVPD basis

Computed properties:
HOMO energy: -11.033 eV
gap between HOMO and LUMO: 0.20007 Eh
SMILES: CCN(CC)C(=S)SCCC[C@]1(CC=O)C(Cl)=[N+](COO)[C@@H](N=C=O)[C@H]1F
E_LUMO: -5.59 eV
net charge: +1

```
51
Properties=species:S:1:pos:R:3:forces:R:3
N 0.126900 -1.835230 1.960457 -4.2 2.1 -0.5
O 2.942383 -4.035293 -1.105155 -9.1 1.8 7.4
H 1.540266 -1.243176 3.636954 -1.1 -1.6 -1.2
C -1.058008 -1.106567 2.018624 2.2 -1.4 1.0
C -2.489038 0.624796 0.531010 -0.9 0.0 0.3
C -1.866191 -0.886411 0.595328 -0.4 -0.7 0.0
H -3.203101 3.551476 -0.515075 2.3 -1.0 -0.5
H -2.639597 -3.072855 0.507623 -1.0 2.1 -0.2
H -1.608226 3.171755 0.423879 -1.1 -0.6 -1.9
C 1.394770 1.858955 -2.613935 0.7 -1.1 -1.6
S 1.296292 5.437391 -0.745154 -1.7 -3.6 -1.6
C -2.400691 1.367905 -0.923349 0.0 1.1 0.7
Cl -1.589883 -0.463422 3.712148 1.0 -1.2 -3.6
F -1.064949 -2.476480 -1.443329 -0.2 3.2 2.2
S -1.095732 3.801832 -1.927770 0.3 0.0 0.4
C -4.085484 -1.783670 -0.782889 -5.1 -2.4 -0.3
H 1.366513 -1.644116 0.195023 -1.9 -0.9 1.2
H 0.549556 1.075993 -2.390891 1.2 1.6 -0.3
N 1.715041 2.783680 -1.454179 -3.7 -0.3 0.1
H 1.085226 2.670284 0.693923 1.1 -1.2 -1.8
C 3.182815 1.777568 0.397108 -0.4 -1.0 -0.1
O 1.962095 -3.287204 2.881891 -1.9 4.8 -2.9
C 0.995011 -2.181157 3.187772 -0.8 -1.3 0.9
C 2.734227 0.957877 -3.049472 0.0 1.0 -0.3
C -2.163621 2.989426 -0.596141 -0.1 -0.5 0.8
H 3.237357 1.927488 1.557800 0.0 -0.1 -2.3
H 1.031537 1.014762 -0.206269 1.1 1.6 -0.1
H 2.979188 0.109684 -2.270554 -0.4 1.8 -1.5
C -3.085940 -1.979970 0.528807 -0.7 -0.8 0.5
H 3.454200 0.639477 0.189533 -0.2 2.4 0.3
H 3.617767 1.754105 -3.142589 -1.8 -2.0 0.3
O 2.063040 -3.947794 4.014694 0.6 -1.7 4.9
H 2.364335 -3.320002 4.750830 0.0 -1.0 -1.4
H -2.043302 1.280459 1.417192 -0.7 -1.3 -2.1
C 0.358188 -2.189826 0.508562 3.6 1.2 -2.5
H 0.226928 -2.656409 3.968397 1.7 1.2 -1.6
H -3.744225 -1.913397 1.502341 1.2 0.0 -2.0
H -3.433121 1.222365 -1.490421 2.4 0.3 1.1
H 2.588445 0.466579 -4.125877 0.1 1.1 2.5
N 0.552054 -3.675084 0.135659 6.5 1.3 -0.9
H -3.652161 0.517546 0.780452 2.6 0.2 -0.4
H 1.073045 2.477856 -3.574167 0.7 -1.2 2.2
C 1.637098 2.012902 -0.123062 0.9 0.9 1.2
O -5.327622 -2.301179 -0.849331 8.3 3.4 0.8
C -0.722328 -1.371297 -0.471406 1.0 -2.4 0.3
H 3.918251 2.492963 -0.197734 -1.7 -1.6 1.5
H -1.501437 1.053039 -1.600774 -1.8 0.4 1.4
H -3.639824 -1.200473 -1.707042 -0.9 -1.1 1.7
C 1.868791 -3.817428 -0.306670 1.6 -1.3 -5.3
C 0.693017 3.935945 -1.368645 2.1 1.5 1.7
H -0.139855 -0.585666 -1.114119 -1.4 -1.4 1.4
```
Forces are in eV/Å.

---

Record 3
Formula: C19H27BN9O4SSbSe4Y
Source: the Open Molecules 2025 dataset
Level of theory: the ωB97M-V functional and the def2-TZVPD basis

Computed properties:
HOMO energy: -4.137 eV
gap between HOMO and LUMO: 0.19177 Eh
E_LUMO: 1.08 eV
net charge: -1
energy above the lowest of the compared OMol25 structures with the same formula, charge and spin: 0.0 kcal per mole

```
67
Properties=species:S:1:pos:R:3:forces:R:3
N -0.314378 1.908905 -2.880661 0.1 -0.1 -0.1
C 0.794844 1.742750 -3.599201 -0.1 0.0 0.0
C -2.331139 2.399996 2.135265 0.1 0.2 0.0
C -1.274686 5.285638 -0.694159 0.1 0.0 0.1
H -1.622515 7.285126 -1.595608 0.0 0.0 0.0
C -0.214917 -2.293581 -2.115346 0.1 -0.1 -0.1
C 0.572773 2.142601 -4.916700 0.0 0.0 0.0
H 0.723648 -1.347924 1.679324 0.0 0.0 0.0
H 1.687839 1.358130 -3.132942 0.0 0.0 0.0
O 2.328413 -5.150337 1.693105 0.0 0.0 0.0
Se 2.803018 3.337344 3.920296 0.0 -0.1 0.0
H 4.829187 -5.344955 3.011503 0.0 0.0 0.0
N -1.097727 -0.646594 -0.931612 0.1 -0.3 0.0
N -1.610749 4.053503 -1.067003 -0.2 0.1 -0.2
O -0.245647 -2.837160 -4.301393 -0.1 0.0 -0.1
H -0.810277 -2.215193 1.856242 0.0 0.0 0.0
H -1.874793 3.340964 1.847210 0.1 0.0 0.0
S 3.222687 -4.571602 0.714085 0.1 -0.1 0.1
H 0.470521 -3.766449 0.810717 0.0 0.1 0.0
N -2.300709 4.166508 -2.230718 0.3 0.0 0.0
N -1.257084 2.407541 -3.710009 0.2 0.0 0.2
H -3.763924 -0.136702 0.676026 0.0 0.0 0.0
Sb 2.109377 1.184701 3.117195 -0.2 0.1 0.3
H 0.727766 -4.489298 -0.770454 0.0 0.1 0.0
H -1.353195 2.972697 -5.726421 0.0 0.0 0.0
C -2.370807 5.452825 -2.588293 0.0 0.0 0.1
C -0.446268 -1.478891 -0.103970 0.1 -0.2 0.0
H -2.865217 5.733525 -3.502325 0.0 0.0 0.0
C -2.951397 0.825432 3.811597 0.1 -0.1 0.1
N -2.795905 1.631375 1.126469 -0.1 -0.1 0.1
N 0.112104 -2.497906 -0.792180 -0.2 0.1 0.2
H -0.702758 5.438258 0.207627 0.0 0.0 0.0
H -1.340150 -0.696039 -3.079381 0.0 0.0 0.0
H 6.219811 -4.279062 2.799580 0.0 0.0 0.0
Se 0.966524 1.834635 0.799090 0.5 0.3 0.1
B -2.568342 2.879317 -3.050160 -0.5 0.2 -0.3
H 2.801738 -3.098687 -1.058767 0.0 0.0 0.0
H -1.901063 2.673354 4.200861 0.0 0.0 0.0
C -0.745774 2.569158 -4.934612 0.1 -0.1 0.0
H -3.993103 -0.889738 2.999271 0.0 0.0 0.0
H -2.929609 2.015812 -2.261202 0.0 -0.1 0.1
H 5.850848 -5.505070 1.575505 0.0 0.0 0.0
O 1.016684 -3.992514 -2.985106 0.1 -0.1 0.0
Y -1.096345 1.761871 -0.608732 -0.4 0.0 0.1
O 3.763346 -5.426957 -0.317855 0.0 0.0 0.0
C -3.521835 0.060404 2.785759 0.0 0.0 0.0
C 5.415836 -4.795013 2.277507 0.0 0.0 0.0
C -2.370993 2.049241 3.456269 -0.1 -0.1 -0.1
H 1.271195 2.126066 -5.732739 0.0 0.0 0.0
H -3.402554 3.068985 -3.895790 0.0 0.1 0.1
Se 0.394992 0.089904 4.482288 0.1 0.1 -0.1
C -0.326572 -1.365927 1.367219 0.0 0.0 0.0
N 0.215422 -3.104242 -3.209070 0.0 0.0 0.1
C 0.877701 -3.590626 -0.180242 0.0 -0.1 0.0
H 5.109278 -3.214648 0.802039 0.0 0.0 0.0
Se 3.664092 -0.393489 2.142322 0.1 -0.1 0.0
C -1.737697 6.216855 -1.622548 0.0 0.0 -0.1
C -0.952244 -1.160268 -2.189421 -0.1 0.1 -0.1
H -0.772284 -0.449966 1.745662 0.0 0.0 -0.1
H 2.499015 -2.324962 0.529566 0.0 0.0 0.0
H -2.146164 0.760834 5.630678 -0.1 -0.1 0.0
H 4.096974 -3.046199 2.243965 0.0 0.0 0.0
H -3.095353 -0.570756 5.255559 0.0 0.0 0.0
C -3.395214 0.484492 1.485696 0.0 0.0 -0.1
C 4.553277 -3.766751 1.561349 0.0 0.0 0.0
C 2.351396 -3.228398 -0.076000 0.0 0.1 0.0
N -2.950918 0.417160 5.113776 0.0 0.1 0.0
```
Forces are in eV/Å.

---

> The highest HOMO energy belongs to which entry?

C19H27BN9O4SSbSe4Y

---

> The highest E_LUMO belongs to which entry?

C19H27BN9O4SSbSe4Y

---

> The highest gap between HOMO and LUMO belongs to which entry?

C6H10ClN2O2